C12H43N3O8 | ωB97M-V/def2-TZVPD

Summary:
**SMILES**: COC[C@H](C)N.COC[C@H](C)N.COC[C@H](C)N.O.O.O.O.O
**LUMO**: 0.362 eV
**DFT total energy**: -33991.155 eV
**Energy relative to the best compared isomer or geometry (same formula, charge and spin)**: 53.8 kJ/mol

ORCA input file:
```
! wB97M-V def2-TZVPD RIJCOSX def2/J DEFGRID3
* xyz 0 1
C -3.20697 5.17660 1.21318
O -2.76149 3.85063 1.07486
C -1.69342 3.52849 1.94973
C -1.42903 2.05270 1.85866
C -0.33022 1.65748 2.81947
N -1.05491 1.65640 0.48505
H -4.16142 5.26178 0.69685
H -2.50352 5.87533 0.74096
H -3.34206 5.45569 2.26172
H -0.78363 4.07771 1.64164
H -1.90372 3.84474 2.97964
H -2.33965 1.50847 2.12392
H -0.57531 1.95148 3.83913
H 0.62832 2.12541 2.56069
H -0.12269 0.58543 2.79542
H -1.67531 2.14486 -0.16202
H -0.15164 2.10699 0.31580
C 3.79984 0.56779 -0.26575
O 5.15022 0.58732 -0.72690
C 5.86642 -0.55093 -0.31102
C 7.34061 -0.36164 -0.61130
C 8.05085 -1.70757 -0.44980
N 7.93468 0.66942 0.27612
H 3.38089 1.53705 -0.51529
H 3.79429 0.38725 0.81611
H 3.23176 -0.23816 -0.74162
H 5.75463 -0.68446 0.77668
H 5.49084 -1.42674 -0.85938
H 7.44387 0.01300 -1.63232
H 7.61707 -2.45665 -1.11006
H 7.87073 -2.05319 0.57568
H 9.12465 -1.58490 -0.56845
H 8.74383 0.27681 0.74988
H 7.29241 0.87430 1.03750
C -7.36861 -1.32769 -0.74310
O -6.13464 -0.68451 -0.57128
C -5.09120 -1.34335 -1.24814
C -3.83730 -0.50909 -1.15809
C -2.76428 -0.97572 -2.14034
N -3.28477 -0.57275 0.22302
H -7.32892 -2.38662 -0.47046
H -7.70600 -1.26848 -1.79240
H -8.10974 -0.79609 -0.15103
H -4.92390 -2.35030 -0.83749
H -5.33459 -1.50008 -2.31347
H -4.09192 0.53312 -1.39160
H -1.90720 -0.30558 -2.10056
H -3.15067 -1.02950 -3.15777
H -2.39209 -1.97569 -1.90340
H -2.53370 0.11951 0.28014
H -3.99728 -0.24247 0.86881
O -0.63309 -3.92920 -2.11831
H -0.87456 -3.53448 -1.26583
H 0.01231 -3.32414 -2.49602
O 1.38579 -2.81164 2.22977
H 1.39342 -2.26192 1.43340
H 1.49841 -3.71169 1.91306
O 0.72746 -0.37397 -3.13517
H 0.23329 -0.15430 -2.33969
H 0.57456 0.35606 -3.74138
O 0.64050 -0.84489 0.24794
H 0.27168 0.04391 0.33320
H -0.13278 -1.42771 0.31556
O -1.55981 -2.75061 0.30130
H -1.90393 -3.40219 0.91827
H -2.15737 -1.96679 0.37628
*
```